{
  "formula": "C3H10OS",
  "method": "wB97M-V/def2-TZVPD",
  "elements": ["C", "H", "H", "C", "H", "H", "H", "H", "H", "H", "C", "O", "H", "S", "H"],
  "positions_angstrom": [[0.8942, -0.8475, -0.7874], [1.0919, -1.6949, -1.4441], [-0.5531, 1.5521, -2.8312], [0.1150, 0.7172, -2.5990], [-1.1626, -0.5219, -1.3285], [-0.3509, -0.7342, 1.3550], [0.1400, 0.0929, -3.4867], [-0.4368, 0.8013, -0.5355], [-1.6709, 1.4471, 2.8095], [1.0951, 1.1609, -2.4602], [-0.2279, 0.0440, -1.2796], [-1.5557, 2.2986, 2.3693], [1.8069, -0.2604, -0.7097], [0.6282, -1.5184, 0.8871], [-1.6037, 2.9410, 3.0860]],
  "lowdin_charge": [-0.58, 0.07, 0.07, -0.11, 0.11, -0.18, 0.07, 0.09, 0.03, 0.07, -0.35, -0.07, 0.06, 0.68, 0.03],
  "e_above_lowest_kcal_mol": 3.3,
  "smiles": "CCCS.O",
  "spin_multiplicity": 1,
  "orbital_gap_ev": 9.537
}